A) ORCA calculation (wB97M-V/def2-TZVPD) on a cluster of 2 separate species, C2H11N2O in total.

Structure (XYZ):
```
16
Properties=species:S:1:pos:R:3:lowdin_charge:R:1
N 1.974 1.537 -0.418 0.2951
H 0.920 1.347 -0.343 0.0848
H 2.329 1.570 0.542 0.1573
H 2.438 0.787 -0.932 0.1483
H 2.157 2.421 -0.886 0.1516
C -1.056 -0.007 0.448 -0.1884
O -0.656 1.367 0.069 -0.1220
C -0.133 -1.037 -0.155 -0.3065
N -0.625 -2.336 0.255 0.0142
H -1.025 -0.038 1.533 0.1266
H -2.081 -0.126 0.105 0.1295
H -1.434 1.906 0.270 0.1176
H -0.042 -0.892 -1.239 0.1203
H 0.865 -0.901 0.270 0.1039
H 0.056 -3.062 0.053 0.0841
H -1.402 -2.612 -0.331 0.0835
```

E_HOMO: -13.27 eV
Total charge: +1
HOMO-LUMO gap: 9.56 eV
LUMO energy: -3.71 eV
Molecular weight: 79.1 Da


B) ORCA calculation (wB97M-V/def2-TZVPD) on a cluster of 2 separate species, C2H11N2O in total.

Structure (XYZ):
```
16
Properties=species:S:1:pos:R:3:lowdin_charge:R:1
C -2.213 -0.861 -0.508 -0.0233
N -1.390 0.259 0.182 0.0889
H -2.376 -0.632 -1.629 0.1183
H -1.758 -1.873 -0.577 0.0952
H -3.159 -0.983 0.051 0.0920
H -1.420 0.167 1.190 0.1351
H -1.869 1.177 0.036 0.1700
H -0.403 0.267 -0.232 0.0342
N 0.901 0.793 -0.859 -0.0001
C 1.831 0.192 -0.009 -0.2187
O 0.999 -0.407 1.200 -0.1156
H 1.091 1.811 -0.675 0.1477
H 1.076 0.661 -1.851 0.1281
H 2.478 -0.639 -0.381 0.1319
H 2.548 0.967 0.650 0.1815
H 1.511 -1.016 1.665 0.0350
```

E_HOMO: -14.58 eV
Total charge: +1
HOMO-LUMO gap: 11.53 eV
LUMO energy: -3.05 eV
Molecular weight: 79.1 Da


Of them, the most stable is A) and the least stable is B).


A) ORCA calculation (wB97M-V/def2-TZVPD) on a cluster of 2 separate species, C2H11N2O in total.

Structure (XYZ):
```
16
Properties=species:S:1:pos:R:3:lowdin_charge:R:1
N 2.084 1.557 1.532 0.2761
H 1.728 0.998 0.653 0.0861
H 1.268 1.814 2.081 0.1420
H 2.720 1.016 2.105 0.1426
H 2.567 2.391 1.192 0.1496
C -2.103 -1.285 -1.141 -0.0940
N -1.366 -0.337 -0.307 -0.1035
C -0.041 -0.691 0.041 -0.2427
O 0.899 0.337 -0.459 -0.1047
H -1.636 -1.368 -2.119 0.0874
H -3.107 -0.900 -1.317 0.0886
H -2.189 -2.280 -0.702 0.0861
H -1.913 -0.041 0.487 0.1157
H 0.123 -0.794 1.119 0.1229
H 0.273 -1.616 -0.443 0.1307
H 0.323 0.921 -0.985 0.1171
```

E_HOMO: -13.24 eV
Total charge: +1
HOMO-LUMO gap: 9.57 eV
LUMO energy: -3.67 eV
Molecular weight: 79.1 Da


B) ORCA calculation (wB97M-V/def2-TZVPD) on a cluster of 2 separate species, C2H11N2O in total.

Structure (XYZ):
```
16
Properties=species:S:1:pos:R:3:lowdin_charge:R:1
C -1.599 -0.712 -1.067 -0.0392
N -1.395 0.512 -0.221 0.0770
H -2.394 -0.496 -1.779 0.0943
H -1.924 -1.559 -0.463 0.0987
H -0.696 -0.911 -1.621 0.0879
H -1.954 0.455 0.624 0.1501
H -0.293 0.689 -0.011 0.0787
H -1.749 1.296 -0.778 0.1517
N 1.165 1.077 0.267 0.0252
C 1.725 -0.165 0.833 -0.2788
O 0.667 -1.040 1.100 -0.0432
H 1.791 1.422 -0.450 0.1127
H 1.060 1.830 0.938 0.1139
H 2.289 0.038 1.748 0.1307
H 2.437 -0.507 0.082 0.1317
H 0.871 -1.931 0.798 0.1087
```

E_HOMO: -14.98 eV
Total charge: +1
HOMO-LUMO gap: 11.94 eV
LUMO energy: -3.03 eV
Molecular weight: 79.1 Da


Of them, the most stable is B) and the least stable is A).


A) ORCA calculation (wB97M-V/def2-TZVPD) on an isolated molecule of C4H3ClN2S.

Structure (XYZ):
```
11
Properties=species:S:1:pos:R:3:lowdin_charge:R:1
N -2.343 -1.803 0.225 0.1777
C -1.561 -1.038 0.528 -0.2961
C -0.656 0.047 0.738 -0.5003
S -1.194 1.668 -0.036 0.9492
N 0.106 1.702 -1.023 -0.3416
C 0.936 0.745 -1.025 -0.2717
C 0.676 -0.391 -0.022 -0.6253
Cl 2.179 -0.520 0.987 0.6177
H -0.404 0.076 1.769 0.0859
H 1.874 0.764 -1.499 0.0921
H 0.387 -1.250 -0.643 0.1124
```

E_HOMO: -9.56 eV
HOMO-LUMO gap: 9.76 eV
LUMO energy: 0.20 eV
Molecular weight: 146.6 Da


B) ORCA calculation (wB97M-V/def2-TZVPD) on an isolated molecule of C4H3ClN2S.

Structure (XYZ):
```
11
Properties=species:S:1:pos:R:3:lowdin_charge:R:1
N -1.992 1.675 -0.069 0.1486
C -0.756 1.588 -0.035 -0.2699
C 0.554 1.297 -0.414 -0.2144
C 0.983 0.150 0.147 -0.6881
Cl 2.635 -0.171 -0.463 0.6291
C 0.388 -0.712 1.156 -0.2410
N -0.558 -1.371 0.616 -0.3787
S -1.092 -1.244 -0.874 0.8679
H 1.137 1.804 -1.341 0.1698
H 0.695 -0.820 2.145 0.1031
H -1.993 -2.196 -0.869 -0.1264
```

E_HOMO: -9.48 eV
HOMO-LUMO gap: 9.08 eV
LUMO energy: -0.40 eV
Molecular weight: 146.6 Da


Of them, the most stable is A) and the least stable is B).


A) ORCA calculation (wB97M-V/def2-TZVPD) on a cluster of 2 separate species, C2H6Se in total.

Structure (XYZ):
```
9
Properties=species:S:1:pos:R:3:lowdin_charge:R:1
C 0.317 0.649 -0.847 -0.0134
C -0.180 -1.652 1.092 -0.4985
Se -0.405 -0.848 2.662 0.7552
H 0.001 -0.133 -1.375 -0.0135
H -0.274 1.439 -0.928 -0.0199
H 1.301 0.980 -1.097 0.0380
H 0.820 -1.678 0.617 -0.0663
H 0.251 0.402 0.209 -0.0370
H -1.788 -1.275 2.982 -0.1446
```

E_HOMO: -8.48 eV
HOMO-LUMO gap: 8.20 eV
LUMO energy: -0.28 eV
Molecular weight: 109.0 Da


B) ORCA calculation (wB97M-V/def2-TZVPD) on a cluster of 2 separate species, C2H6Se in total.

Structure (XYZ):
```
9
Properties=species:S:1:pos:R:3:lowdin_charge:R:1
C 0.302 -1.518 0.124 -0.4379
C 0.561 1.457 0.298 -0.4253
Se 1.540 -0.062 -0.237 0.8064
H 0.879 -2.457 0.532 0.0657
H -0.337 -1.230 0.886 -0.0266
H -0.340 -1.727 -0.780 0.0385
H 1.046 2.389 0.100 -0.0381
H -0.460 1.666 -1.431 0.1052
H -0.280 1.513 0.807 -0.0880
```

E_HOMO (spin up / spin down): -7.59 / -8.05 eV
HOMO-LUMO gap (spin up / spin down): 7.60 / 8.15 eV
LUMO energy (spin up / spin down): 0.01 / 0.10 eV
Molecular weight: 109.0 Da


Of them, the most stable is A) and the least stable is B).


A) ORCA calculation (wB97M-V/def2-TZVPD) on an isolated molecule of C4H4O.

Structure (XYZ):
```
9
Properties=species:S:1:pos:R:3:lowdin_charge:R:1
C -1.343 0.448 -0.218 -0.0676
C -0.183 -0.128 -0.868 -0.0617
C 0.985 -0.474 -0.875 0.0021
C 1.826 -0.544 0.332 -0.2839
O 1.526 0.126 1.297 0.0368
H -1.590 1.453 -0.567 0.0879
H -0.911 0.550 0.796 0.0960
H -2.225 -0.194 -0.205 0.0819
H 2.680 -1.228 0.374 0.1084
```

E_HOMO: -10.06 eV
HOMO-LUMO gap: 10.50 eV
LUMO energy: 0.44 eV
Molecular weight: 68.1 Da


B) ORCA calculation (wB97M-V/def2-TZVPD) on an isolated molecule of C4H4O.

Structure (XYZ):
```
9
Properties=species:S:1:pos:R:3:lowdin_charge:R:1
C -0.505 0.963 2.012 0.1314
C -0.266 0.300 1.039 -0.0637
C 0.016 -0.544 -0.101 -0.4267
C -0.058 -0.051 -1.478 0.0399
O 1.281 -0.503 -0.707 -0.1009
H -0.705 1.562 2.871 0.0296
H -0.206 -1.598 0.043 0.1476
H 0.811 0.683 -1.468 0.1420
H -0.368 -0.811 -2.211 0.1007
```

E_HOMO: -10.08 eV
HOMO-LUMO gap: 11.15 eV
LUMO energy: 1.07 eV
Molecular weight: 68.1 Da


Of them, the most stable is A) and the least stable is B).